Molecular formula: C20H28ClN3O5S
Method: DFT, ωB97M-V with the def2-TZVPD basis set

Output
- Kohn-Sham gap (eV) = 9.61
- SMILES string = O=C(CN(C[C@@H]1CCCO1)C(=O)CNS(=O)(=O)c1ccc(Cl)cc1)NC1CCCC1
- 2S+1 = 1
- LUMO (Ha) = 0.0180
- electronic energy (Ha) = -2177.78762
- largest force on an atom (eV/Å) = 0.9

Last column: Löwdin charge in e.
Geometry (Å):
Cl -7.3937 0.3243 -0.8637  0.6914
N -1.5106 0.1190 2.6847  -0.1122
C -5.0918 -1.0668 -0.7483  -0.0845
C -0.5180 1.1579 2.4871  -0.1305
H -0.2781 -3.2881 -0.2441  0.0907
C 1.7326 2.4830 -1.5891  -0.1175
H -0.3972 4.2820 -2.2479  0.1198
H -0.6716 -3.7497 -1.9080  0.1073
S -1.6472 -0.8610 1.3151  0.6853
C -3.8268 -1.3164 -0.2461  -0.0460
H 0.3105 1.3494 -0.3710  0.1208
H 1.0358 3.1022 1.6375  0.1329
C 0.2720 4.3310 -1.3794  -0.1907
C 1.2513 -4.4983 -1.1793  -0.1912
H 3.2286 -0.2056 2.2561  0.1329
H 1.4986 -4.8322 -2.1889  0.1101
N 2.3421 -1.3637 0.0865  0.1210
C 0.8365 2.3095 -0.3617  -0.2998
H -5.5147 -1.6935 -1.5174  0.1098
H -5.8722 1.6559 1.1168  0.1085
C -4.0256 0.5685 1.2365  -0.0504
O -0.7435 -0.3947 0.2965  -0.2887
H 3.0383 -1.9533 -1.7310  0.1424
C 2.4253 -3.7253 -0.5782  -0.1266
H 3.8827 1.2339 1.4249  0.1324
H 0.3363 -1.2948 -1.4411  0.0835
C 3.0805 0.4935 1.4289  -0.0326
H 0.9843 -5.3696 -0.5837  0.1060
C 3.1330 -0.2879 0.1040  -0.4637
C -5.8168 0.0067 -0.2481  -0.6688
C 1.7096 3.9975 -1.7784  -0.1485
C 0.1372 -3.4580 -1.2387  -0.1915
C 0.8366 0.4821 2.2576  -0.4629
O 3.8644 0.0588 -0.8053  0.0454
H 3.3887 -4.1343 -0.8785  0.1088
C 1.6051 2.4374 0.9820  -0.0680
H -0.8263 1.7506 1.6282  0.1117
C -5.2931 0.8270 0.7414  -0.0877
H 1.9344 4.3035 -2.7968  0.1126
H 2.4151 4.4813 -1.1019  0.1099
H 0.9841 -2.2275 -2.8021  0.1150
H 2.3678 -3.7582 0.5106  0.1145
O -1.5957 -2.2425 1.6823  -0.2653
H -3.2350 -2.1426 -0.6063  0.1196
H -3.5977 1.1860 2.0090  0.1065
O -0.1372 3.3453 -0.4399  -0.1103
C 0.8649 -2.2042 -1.7182  -0.1334
C 2.2484 -2.2643 -1.0424  -0.2730
H 2.7264 2.0675 -1.4461  0.1012
H -1.2418 -0.4900 3.4492  0.1118
H 0.1723 5.3170 -0.9164  0.1182
O 0.9988 -0.6571 2.6747  0.0368
C -3.3060 -0.5013 0.7424  -0.2591
H 1.7066 -1.5258 0.8572  0.1232
H -0.4774 1.7877 3.3804  0.1442
H 1.2719 1.9920 -2.4466  0.1255
N 1.8122 1.1689 1.6416  -0.0295
H 2.5851 2.8874 0.8134  0.1327

Cartesian forces (eV/Å) of the 3 atoms listed first:
Cl -0.24 0.04 -0.10
N -0.24 -0.53 -0.64
C 0.07 0.06 0.07

Molecular formula: C20H28CuF3N8O5S2
Method: DFT, ωB97M-V with the def2-TZVPD basis set

Output
- Kohn-Sham gap (spin up / spin down) (eV) = 7.15 / 7.09
- total charge = -1
- <S²> = 0.75
- 2S+1 = 2
- LUMO (spin up / spin down) (Ha) = 0.0961 / 0.0961
- electronic energy (Ha) = -4329.77967
- largest force on an atom (eV/Å) = 1.6
- energy relative to the best compared isomer or geometry (same formula, charge and spin) (kcal/mol) = 0.00

Last column: Mulliken spin population.
Geometry (Å):
C -2.2013 -3.9707 2.1356  0.0000
N 4.0703 -2.1960 0.0771  0.0028
H -0.9874 -1.9147 -1.6537  0.0004
H -0.7664 2.2159 -2.0089  -0.0002
H 1.5039 3.8899 -2.7005  -0.0013
O 4.4489 2.1361 1.5266  0.0001
F 6.2740 0.5514 3.3655  0.0001
O 1.9259 1.8002 -0.9144  0.0713
H 4.1264 -2.6713 0.9669  -0.0002
F 4.2635 0.6062 4.1317  0.0000
H -2.0670 1.2286 -0.2763  -0.0028
N -0.8655 0.1679 -1.6076  -0.0020
H 4.6313 -1.3350 0.0405  0.0011
N 2.0362 -3.2343 -0.3026  0.0019
C -0.8040 1.2701 -2.5569  -0.0022
H 0.2189 4.4454 0.0883  -0.0018
H -2.3147 -4.9026 1.5994  0.0000
C 1.4756 2.9767 -0.7609  -0.0004
C -0.1568 2.6001 1.0780  0.0086
C -1.3275 -3.0090 1.6697  0.0028
H -0.9509 3.3028 2.9304  0.0000
O 5.4270 0.0972 0.5823  0.0000
Cu 1.3686 0.3222 0.0395  0.7050
C 2.0219 3.9918 -1.7463  0.0132
S 4.4240 0.7089 1.4307  -0.0027
C 5.0188 0.1481 3.1294  0.0003
H -3.1256 2.3159 -2.0500  0.0000
C -2.0107 0.0101 -4.1553  0.0002
C 0.5148 3.4070 0.1402  -0.0146
H -4.0472 1.3919 -3.2703  0.0000
H -0.0092 -1.1781 -2.9502  0.0002
C -2.9337 -3.7386 3.2874  -0.0002
N -3.2843 0.2763 -1.6770  0.0000
C -0.3316 -0.7616 1.7071  0.0048
C -0.9206 -1.0791 -2.3565  -0.0007
C -1.1801 -1.7945 2.3387  0.0015
N -1.9700 1.2837 -3.4452  0.0001
O 3.1252 0.0575 1.3784  -0.0026
H 1.9081 5.0069 -1.3827  0.0002
H -2.1249 2.5346 1.8809  -0.0003
C 2.9034 -2.2204 -0.5682  -0.0026
H -1.1050 -0.0847 -4.7613  0.0000
N -2.0869 -1.1284 -3.2459  -0.0001
C -3.2846 -0.9729 -2.4291  0.0001
H -1.5554 4.1820 1.5128  -0.0009
H -2.1569 -0.5428 -0.1276  0.0006
S 2.5603 -1.1901 -1.8411  0.0356
H 1.1457 -3.1113 -0.7639  -0.0001
N 0.1354 1.3383 1.2060  0.1005
C -2.7579 -2.5538 3.9854  0.0002
H -0.7660 -3.1696 0.7620  -0.0003
H -2.8932 0.0063 -4.8072  0.0000
C -1.2691 3.2052 1.8954  0.0127
H -3.3438 -1.8059 -1.7220  0.0001
H 1.9615 -3.5373 0.6573  -0.0002
F 5.0240 -1.1944 3.2211  0.0000
H 3.0721 3.7730 -1.9076  -0.0005
H -3.3050 -2.3892 4.9033  0.0001
N -0.5926 0.4879 1.9762  0.0005
C -1.8898 -1.5844 3.5164  0.0010
O 0.5170 -1.1727 0.8318  0.0681
H -3.6354 -4.4813 3.6438  0.0000
H -4.1678 -0.9953 -3.0785  0.0000
H 0.1014 1.1642 -3.1588  0.0012
C -3.1665 1.3820 -2.6182  -0.0005
H -1.7596 -0.6517 4.0401  -0.0005
C -2.0896 0.2894 -0.8316  0.0023

Cartesian forces (eV/Å) of the 3 atoms listed first:
C -0.10 -0.16 0.04
N -0.33 -0.16 0.13
H 0.09 0.03 0.01

Molecular formula: C20H28F6GeN2ORhTe
Method: DFT, ωB97M-V with the def2-TZVPD basis set

Output
- Kohn-Sham gap (spin up / spin down) (eV) = 6.29 / 6.62
- total charge = -1
- <S²> = 6.01
- 2S+1 = 5
- LUMO (spin up / spin down) (Ha) = 0.1009 / 0.0917
- electronic energy (Ha) = -4018.32725
- largest force on an atom (eV/Å) = 0.4

Last column: Mulliken spin population.
Geometry (Å):
Ge -0.3132 0.8500 2.6382  -0.0581
C -4.1586 -1.7166 -1.2336  -0.0041
C 4.3651 -0.5777 0.7459  -0.0030
C 4.2715 0.4952 -1.3707  0.0035
H 6.9960 0.5052 0.3330  0.0007
C 6.1184 1.1452 0.2153  -0.0002
C 3.1440 -0.2478 -1.7172  -0.0153
H -2.9506 0.8678 -1.2662  -0.0092
C 1.5146 1.1955 2.0175  0.0264
C -1.1312 -0.6372 1.7529  1.1584
F -3.8495 -1.1826 -3.5289  0.0001
F -3.0991 -3.6436 -0.2325  0.0112
C 4.8998 0.3404 -0.1465  0.0084
C 2.5272 -0.0290 -3.0698  0.0062
H 1.8063 2.2268 2.2225  0.0002
O -3.2225 -0.8329 -0.8040  0.0156
H -6.3265 -1.7387 -1.6393  0.0005
H 0.2789 -0.2761 4.8711  -0.0069
C 2.6912 -2.2579 1.4883  -0.0424
H 3.1843 -2.0796 2.4456  -0.0033
Rh -1.1025 -1.1180 -0.2868  2.4812
H -2.0208 -1.0463 2.2421  -0.0244
F -4.6417 -3.1527 -3.1311  0.0004
H 2.6044 -0.9244 -3.6897  -0.0011
H 6.3449 1.8825 -0.5548  0.0000
F -5.2362 -3.7857 -0.5426  -0.0004
H -5.4961 -0.1991 -1.9421  0.0011
C -5.5484 -1.0646 -1.2840  0.0039
H 2.8524 -3.2996 1.2015  0.0049
C 2.6171 -1.1678 -0.8049  0.0635
H -2.3864 2.3768 2.6323  0.0009
H -5.7929 -0.7244 -0.2796  -0.0004
H -3.0002 3.4323 -1.8383  0.0002
C -1.3547 2.4922 2.3019  0.0930
C 3.2316 -1.3241 0.4457  -0.0340
H 5.9761 1.6771 1.1575  0.0004
H 4.6644 1.2140 -2.0833  -0.0002
H -1.3590 2.7302 1.2396  -0.0199
C -4.2308 -2.9211 -0.2585  0.0211
F -4.4531 -2.4932 0.9944  0.0011
C -2.1135 2.8518 -1.6540  0.0012
H 1.5829 1.0190 0.9452  -0.0017
N -0.9790 1.0144 -1.1823  0.0132
H 1.4603 0.1851 -2.9896  -0.0053
N -2.1835 1.5433 -1.3775  0.0164
F -2.5601 -2.7145 -2.7371  0.0053
H 3.0199 0.7978 -3.5843  0.0021
H 2.2289 0.5316 2.5009  -0.0052
H 0.9444 1.8064 -1.2214  0.0037
H -1.2645 0.5722 5.0063  -0.0062
C -0.2546 0.6342 4.5996  0.0396
C -3.7941 -2.2085 -2.6555  0.0095
Te 0.9493 -2.3704 -1.3440  0.2235
C -0.1088 2.0022 -1.3348  -0.0183
C -0.7765 3.1988 -1.6389  0.0080
H 4.8237 -0.6973 1.7230  0.0005
H -0.9054 3.3267 2.8439  0.0003
H 0.2516 1.4821 5.0635  0.0035
H -0.3491 4.1680 -1.8179  -0.0005
H 1.6135 -2.1338 1.6138  0.0305

Cartesian forces (eV/Å) of the 3 atoms listed first:
Ge -0.01 -0.14 -0.03
C -0.03 0.09 0.13
C -0.02 0.03 0.02

Question: Look up the largest force on an atom of the second one.
Answer: 1.6 eV/Å

Question: Which of these has the lowest electronic energy?
Answer: C20H28CuF3N8O5S2